# C23H30ClN3O3PPdSbTe

A structure of composition C23H30ClN3O3PPdSbTe at a distorted geometry (ωB97M-V/def2-TZVPD, OMol25).

CARTESIAN COORDINATES (ANGSTROEM)
H: -3.221 -3.492 1.392
C: 2.161 -5.235 -0.345
C: 1.815 0.510 -1.557
H: 0.926 1.347 3.197
H: 5.346 -0.201 -0.335
H: 2.461 -0.105 -3.510
H: -3.372 1.136 2.334
H: 3.253 1.492 2.001
C: -4.352 0.408 -1.821
H: -0.285 5.071 2.788
H: 3.271 -3.387 -0.173
H: 4.626 0.365 1.898
C: -3.367 0.324 0.360
H: 1.743 -3.389 0.717
O: 0.072 -1.515 -0.047
C: 4.346 -0.016 -0.706
N: -0.098 3.034 0.158
N: -2.159 0.566 -0.161
O: -0.717 -3.770 -0.855
N: 2.125 0.692 -0.276
H: 0.859 3.722 2.728
C: 3.578 0.514 1.644
C: -0.094 4.095 2.345
H: -1.818 -4.586 1.438
H: -5.218 0.367 -2.470
Te: -0.373 -1.808 -3.431
Pd: 0.008 0.800 0.614
C: 3.349 0.396 0.169
H: -4.361 -0.321 2.155
C: -2.006 0.682 -1.477
H: 0.135 6.314 0.776
H: 2.565 -5.528 -1.314
C: -3.433 0.159 1.848
H: -2.661 -4.355 -0.898
H: 2.734 -5.723 0.445
O: 1.631 -3.080 -1.341
C: 0.095 5.398 0.201
H: 2.981 -0.243 2.157
C: -4.492 0.252 -0.449
H: -0.862 1.161 3.223
C: 4.044 -0.178 -2.049
P: 0.163 -2.456 -1.201
C: 2.234 -3.725 -0.201
C: -0.036 4.178 0.851
H: -2.928 0.685 -3.415
H: -2.588 -0.441 2.187
H: -1.577 -2.831 1.518
C: 0.066 0.867 2.744
H: 0.274 6.373 -1.704
H: 4.810 -0.485 -2.751
C: -2.073 -3.563 -0.433
Cl: 0.253 -0.883 2.920
H: -5.466 0.074 -0.012
C: 0.170 5.430 -1.182
H: 1.124 -5.561 -0.294
H: -2.440 -2.600 -0.806
C: -0.022 3.038 -1.176
C: -3.090 0.606 -2.347
C: 2.752 0.059 -2.481
H: 0.171 4.204 -2.960
H: -0.871 3.395 2.650
Sb: -0.089 1.152 -2.477
C: 0.112 4.236 -1.878
C: -2.183 -3.623 1.079

Atomic forces in eV per Å
H -0.016 -0.037 -0.015
C -0.088 0.202 -0.131
C 0.015 -0.008 -0.107
H 0.087 0.154 -0.313
H -0.017 -0.036 0.014
H 0.025 0.000 0.000
H -0.002 -0.014 0.025
H 0.015 0.005 0.005
C 0.069 0.033 0.014
H -0.008 -0.009 0.014
H -0.027 0.050 -0.039
H 0.001 0.026 0.011
C -0.014 0.049 -0.091
H 0.017 0.023 -0.032
O -0.119 -0.209 -0.558
C 0.022 -0.003 -0.026
N 0.097 0.025 0.117
N -0.341 -0.199 -0.161
O 0.190 0.053 -0.057
N 0.318 -0.183 -0.195
H -0.022 0.009 0.040
C -0.051 -0.010 -0.028
C 0.048 -0.069 -0.060
H -0.049 0.010 0.058
H -0.003 -0.035 0.005
Te -0.021 -0.084 0.052
Pd -0.023 0.971 3.208
C 0.071 0.038 -0.116
H -0.002 0.019 0.010
C 0.119 -0.072 -0.041
H 0.001 -0.023 0.028
H 0.040 -0.048 0.036
C 0.024 0.027 -0.022
H 0.016 0.042 -0.054
H -0.001 0.019 0.010
O -0.139 -0.152 0.074
C -0.010 0.087 -0.039
H 0.001 0.018 0.044
C -0.076 -0.033 -0.011
H -0.108 0.100 -0.250
C -0.006 0.020 0.066
P 0.111 -0.605 0.180
C 0.051 -0.085 0.147
C -0.047 0.065 -0.094
H -0.053 -0.012 -0.002
H -0.009 -0.016 0.013
H 0.008 0.021 0.047
C -0.014 -0.758 -1.905
H -0.005 0.005 0.012
H -0.017 -0.047 0.008
C -0.150 0.032 0.136
Cl 0.000 0.029 0.414
H 0.025 -0.014 0.029
C 0.000 -0.042 0.000
H -0.005 -0.060 0.008
H 0.013 -0.037 -0.055
C 0.087 -0.121 -0.431
C 0.069 0.018 -0.028
C -0.054 0.032 -0.036
H -0.001 0.073 -0.003
H -0.022 0.045 0.020
Sb -0.192 0.765 0.085
C -0.008 -0.074 0.126
C 0.179 0.028 -0.154

Results
**DFT total energy**: -74072.50303 eV
**Relative energy (zero: lowest compared OMol25 entry of this formula, charge and spin)**: 40.1 kcal/mol
**LUMO (spin up / spin down)**: -0.39 / -0.39 eV
**HOMO (spin up / spin down)**: -6.7 / -6.7 eV
**Multiplicity**: 1
**HOMO-LUMO gap (spin up / spin down)**: 6.265 / 6.265 eV

The net atomic charges from Löwdin, expressed in e, are:
1 H 0.0763
2 C -0.0726
3 C -0.4737
4 H -0.0041
5 H 0.1099
6 H 0.0694
7 H 0.0823
8 H 0.0769
9 C -0.0588
10 H 0.0788
11 H 0.1129
12 H 0.0768
13 C -0.3237
14 H 0.1065
15 O -0.4460
16 C -0.0256
17 N 0.0078
18 N 0.0117
19 O -0.3022
20 N 0.0137
21 H 0.0792
22 C -0.0293
23 C -0.0333
24 H 0.0776
25 H 0.1089
26 Te 0.5115
27 Pd 0.6801
28 C -0.3192
29 H 0.0791
30 C -0.4799
31 H 0.1088
32 H 0.0804
33 C -0.0275
34 H 0.1175
35 H 0.0758
36 O -0.3091
37 C -0.0356
38 H 0.0554
39 C -0.0291
40 H -0.0065
41 C -0.0523
42 P 0.1070
43 C -0.2727
44 C -0.3201
45 H 0.0823
46 H 0.0483
47 H 0.0349
48 C -0.6069
49 H 0.1064
50 H 0.1107
51 C -0.2898
52 Cl 0.5505
53 H 0.1103
54 C -0.0677
55 H 0.0668
56 H 0.0895
57 C -0.3980
58 C -0.1558
59 C -0.1529
60 H 0.0782
61 H 0.0640
62 Sb 1.2468
63 C -0.1291
64 C -0.0714